Molecular formula: C28H26Br2O4
Method: DFT, ωB97M-V/def2-TZVPD

LUMO energy, eV: -2.9
Total charge: 0
2S+1: 1
Orbital gap, Ha: 0.12010

```
60
Properties=species:S:1:pos:R:3:forces:R:3:lowdin_charge:R:1
Br 5.5157 -4.9205 1.4850 -0.07 0.12 -0.06 0.7695
C 4.9657 -3.1235 1.2979 0.07 0.02 -0.05 -0.6833
C 5.5626 -2.3088 0.3556 0.35 -0.19 -0.31 -0.1149
C 5.2069 -0.9816 0.2579 -0.31 0.19 0.31 -0.0066
C 4.2332 -0.4286 1.1078 0.16 -0.71 0.01 -0.2073
C 3.9278 0.9657 1.0367 -0.62 0.61 0.38 0.0330
C 2.9494 1.5923 1.7756 0.47 -0.69 -0.27 -0.0648
C 2.7484 2.9570 1.8141 -0.40 0.49 -0.20 0.0389
C 1.7400 3.5844 2.6130 -0.03 0.02 -0.03 -0.2104
C 1.8373 4.9432 2.9583 -0.11 -0.23 -0.12 -0.0002
C 0.8923 5.5388 3.7635 0.16 0.46 0.10 -0.1072
C -0.1880 4.8096 4.2201 -0.09 -0.03 0.05 -0.6727
Br -1.4943 5.6326 5.3128 0.16 -0.08 -0.12 0.7689
C -0.3216 3.4760 3.8784 -0.29 -0.27 0.11 -0.1113
C 0.6287 2.8677 3.0908 0.05 0.12 -0.08 -0.0077
C 3.6160 -1.2890 2.0343 0.26 0.07 -0.30 -0.0032
C 3.9815 -2.6143 2.1226 -0.30 -0.09 0.33 -0.1136
H 6.3133 -2.7250 -0.2976 0.10 0.03 -0.08 0.1051
H 5.6810 -0.3515 -0.4747 0.12 0.12 -0.17 0.1191
H 4.5287 1.5739 0.3837 0.19 0.16 -0.29 0.1247
H 2.3473 0.9825 2.4214 -0.26 -0.14 0.13 0.0926
H 3.4242 3.5882 1.2646 0.23 0.28 -0.13 0.1243
H 2.6841 5.5099 2.6184 0.20 0.21 -0.16 0.1199
H 0.9910 6.5728 4.0569 0.04 0.09 -0.08 0.1072
H -1.1754 2.9209 4.2357 -0.06 -0.08 -0.03 0.1067
H 0.4996 1.8376 2.8121 -0.11 -0.21 -0.05 0.1151
H 2.8621 -0.9107 2.6994 -0.16 -0.01 0.17 0.1076
H 3.5072 -3.2640 2.8400 -0.07 -0.03 0.13 0.1048
C 4.8101 4.8124 -4.3398 -0.32 0.39 0.24 -0.0631
C 3.8599 3.7869 -3.7582 0.62 -0.86 -0.60 -0.2585
O 2.8838 4.3924 -2.9468 -0.74 -0.32 0.50 -0.0118
C 2.0887 3.4448 -2.3574 -0.56 -0.49 0.40 -0.4220
C 1.0908 3.8882 -1.3818 1.82 1.18 0.06 0.0092
C 1.2312 5.2145 -0.7882 -0.79 -0.65 -0.08 -0.4367
O 0.3060 5.7293 -0.1741 0.87 0.78 0.06 0.0427
O 2.4305 5.8626 -0.9701 -0.74 -0.63 0.04 -0.0317
C 2.3064 7.2573 -0.7892 -0.41 0.91 0.28 -0.2503
C 3.2501 7.9952 -1.7157 0.26 -0.39 -0.12 -0.0638
C -0.0629 3.0843 -1.1099 -0.33 -0.24 0.00 -0.1511
C -0.9771 3.4121 -0.0927 0.25 0.28 0.40 -0.0330
C -2.1259 2.6908 0.1024 -0.21 -0.34 -0.06 -0.0953
C -2.4117 1.6088 -0.7086 -0.46 -0.21 0.12 -0.1070
C -1.5244 1.2403 -1.7023 -0.13 -0.01 0.10 -0.0903
C -0.3692 1.9543 -1.8894 0.20 -0.09 -0.30 -0.0220
O 2.1836 2.2594 -2.6484 0.90 0.44 -0.27 0.0407
H 5.6263 4.3546 -4.9000 -0.14 -0.17 0.05 0.0747
H 4.2753 5.4871 -5.0078 0.00 0.02 -0.07 0.0753
H 5.2439 5.4249 -3.5485 0.05 -0.03 0.05 0.0720
H 3.3364 3.2200 -4.5415 0.36 0.07 0.05 0.1272
H 4.3828 3.0531 -3.1282 0.12 0.09 -0.35 0.1221
H 1.2580 7.5282 -0.9866 0.42 0.13 0.13 0.1236
H 2.5061 7.4768 0.2673 -0.01 0.21 -0.14 0.1187
H 3.1825 9.0765 -1.6019 -0.12 -0.02 0.15 0.0741
H 4.2805 7.6956 -1.5277 0.11 0.04 0.06 0.0713
H 3.0405 7.7494 -2.7571 -0.11 -0.02 0.01 0.0771
H -0.7773 4.2653 0.5288 -0.10 -0.07 0.05 0.0895
H -2.8143 2.9756 0.8817 -0.10 0.08 0.15 0.0983
H -3.3289 1.0606 -0.5747 -0.20 -0.14 0.05 0.0921
H -1.7445 0.3979 -2.3386 -0.01 -0.13 -0.09 0.0991
H 0.3243 1.6546 -2.6528 -0.16 -0.07 -0.06 0.0944
```
Positions in Å, forces in eV/Å.

Molecular formula: C28H26CaF5N5OS
Method: DFT, ωB97M-V/def2-TZVPD

LUMO energy, eV: -0.7
Total charge: 0
Relative energy (zero: lowest compared OMol25 entry of this formula, charge and spin), kcal/mol: 25.67
2S+1: 1
Orbital gap, Ha: 0.23014

```
67
Properties=species:S:1:pos:R:3:forces:R:3:lowdin_charge:R:1
Ca 0.4251 0.1493 0.1809 1.84 1.11 0.69 1.1748
C 1.7677 -2.5085 0.9238 0.13 -0.07 0.23 -0.0894
N 0.9177 -1.9870 -0.1427 0.11 -1.80 -0.28 -0.3638
C 1.6506 -2.0112 -1.4075 0.19 0.13 -0.36 -0.0628
C -0.3225 -2.7180 -0.3139 -0.47 -0.29 -0.03 -0.2167
C -0.3321 -4.0982 -0.2210 0.01 0.02 0.11 -0.0430
C -1.4837 -4.8308 -0.4598 -0.04 -0.05 -0.07 -0.1014
C -2.6160 -4.1490 -0.8685 0.11 -0.13 0.08 -0.0984
C -2.6211 -2.7722 -0.9789 0.00 0.23 -0.02 -0.0230
C -1.4939 -1.9848 -0.6643 -0.12 -0.61 -0.03 -0.2268
N -1.3674 -0.6255 -0.6929 -0.84 -0.38 -0.57 -0.0967
C -2.3028 0.3207 -1.0089 -0.38 0.45 -0.19 -0.2323
C -3.7051 0.1988 -1.1070 0.13 -0.25 0.07 -0.0298
C -4.5067 1.2376 -1.5408 -0.06 0.19 -0.01 -0.1005
C -3.9751 2.4797 -1.8381 -0.05 -0.04 -0.03 -0.1011
C -2.6172 2.6719 -1.6405 -0.02 0.01 0.04 -0.0436
C -1.8002 1.6373 -1.2219 -0.43 -0.05 0.02 -0.2226
N -0.3848 1.8678 -1.0115 -0.78 1.20 -0.90 -0.3658
C -0.1054 3.1462 -0.3530 0.13 0.35 0.21 -0.1029
C 0.3037 1.8152 -2.3004 0.27 -0.10 -0.32 -0.0673
H 2.2640 -3.4438 0.6424 -0.02 0.01 0.04 0.0921
H 1.1651 -2.6827 1.8164 0.07 0.02 -0.03 0.1027
H 2.5462 -1.7742 1.1363 0.11 0.00 0.01 0.0631
H 1.9405 -3.0348 -1.6811 -0.01 0.11 0.03 0.1054
H 2.5506 -1.3983 -1.3198 0.07 0.02 -0.03 0.0848
H 1.0100 -1.6144 -2.1985 0.05 -0.01 -0.01 0.0974
H 0.5754 -4.6238 0.0475 0.03 0.02 0.01 0.1068
H -1.4836 -5.9066 -0.3575 0.01 -0.02 -0.01 0.0967
H -3.5180 -4.6947 -1.1033 -0.09 -0.05 -0.04 0.1012
H -3.5204 -2.3098 -1.3392 -0.06 0.08 -0.02 0.0771
H -4.1934 -0.7111 -0.8085 0.02 -0.12 -0.05 0.0820
H -5.5699 1.0710 -1.6414 -0.09 -0.02 0.04 0.1012
H -4.5973 3.2847 -2.2017 -0.04 0.03 0.03 0.0968
H -2.1974 3.6552 -1.8116 0.06 -0.03 -0.03 0.1078
H -0.2172 4.0019 -1.0317 -0.09 -0.07 0.08 0.0904
H 0.9258 3.1401 0.0086 -0.10 0.04 -0.07 0.0190
H -0.7825 3.2728 0.4971 0.06 0.02 -0.11 0.1007
H -0.0697 2.5940 -2.9818 0.09 -0.09 0.10 0.1035
H 0.1189 0.8409 -2.7607 0.03 0.05 -0.03 0.0944
H 1.3782 1.9557 -2.1515 -0.02 0.01 -0.01 0.0829
F 7.8357 2.3742 -1.9693 -0.33 -0.11 0.00 0.1115
C 6.6181 2.1059 -1.4740 -0.15 -0.02 0.09 -0.1366
C 6.3362 0.8534 -0.9337 0.16 0.04 -0.08 -0.1464
F 7.2682 -0.1094 -0.9634 -0.09 0.14 0.00 0.1108
C 5.1032 0.6142 -0.3578 -0.62 0.19 0.01 -0.2373
F 4.8167 -0.6119 0.1341 0.46 0.29 -0.09 0.0514
C 4.1124 1.6049 -0.2620 1.07 0.26 -0.53 -0.5711
S 2.7441 1.4146 0.7490 -0.33 -0.12 0.44 0.6291
C 4.3943 2.8205 -0.9090 -0.34 -0.51 0.17 -0.2371
F 3.4262 3.7574 -0.9600 0.45 -0.03 0.03 0.0633
C 5.6200 3.0767 -1.4937 0.19 0.00 -0.07 -0.1461
F 5.8589 4.2630 -2.0690 0.01 -0.15 0.08 0.1119
N -0.8744 2.3474 6.9118 -0.25 0.18 0.09 0.1794
C 0.0900 1.4916 6.5085 -0.14 0.10 0.15 -0.5018
O 0.9588 1.0958 7.2528 0.20 -0.14 -0.01 0.0805
C 0.0215 1.0479 5.0756 0.15 -0.28 -0.48 -0.1068
C -1.1144 1.1163 4.2726 0.15 0.00 0.06 0.0077
C -1.0335 0.6686 2.9642 -0.41 0.11 0.21 -0.1081
N 0.0774 0.1647 2.4408 -0.20 -0.02 0.78 -0.0658
C 1.1531 0.0717 3.2144 0.34 -0.05 0.46 -0.1609
C 1.1745 0.4983 4.5269 -0.29 0.10 0.19 0.0394
H -0.8340 2.6828 7.8605 0.00 -0.01 -0.07 0.1194
H -1.5335 2.7610 6.2791 0.04 0.03 0.01 0.0938
H -2.0563 1.4843 4.6460 -0.12 0.04 0.01 0.1104
H -1.8964 0.6990 2.3059 -0.04 0.05 0.04 0.1227
H 2.0374 -0.3478 2.7621 0.12 0.02 -0.02 0.0655
H 2.0542 0.4126 5.1423 0.15 -0.03 0.00 0.1280
```
Positions in Å, forces in eV/Å.

Molecular formula: C28H26CoN7PSSe2
Method: DFT, ωB97M-V/def2-TZVPD

⟨S²⟩: 0.81
LUMO energy (alpha / beta), eV: -0.4 / -0.4
Total charge: 0
Relative energy (zero: lowest compared OMol25 entry of this formula, charge and spin), kcal/mol: 1.18
2S+1: 2
Orbital gap (alpha / beta), Ha: 0.26121 / 0.26354

```
66
Properties=species:S:1:pos:R:3:forces:R:3:lowdin_charge:R:1
Co 0.1844 -1.2914 0.8230 -0.04 -0.27 0.24 0.0965
Se 1.5578 0.0043 -0.6651 0.08 0.02 -0.05 0.4765
P 1.2971 2.0458 0.0593 -0.02 0.02 0.06 0.1706
Se -0.7273 2.7209 0.2381 -0.04 0.03 -0.22 0.3054
C 2.2541 3.0985 -1.0790 -0.02 -0.02 -0.03 -0.4098
C 1.6620 4.1461 -1.7693 0.00 0.00 -0.01 -0.1093
C 2.4274 4.9360 -2.6189 0.00 0.00 0.00 -0.0814
C 3.7801 4.6808 -2.7761 0.00 0.00 0.00 -0.0875
C 4.3744 3.6299 -2.0862 0.00 0.00 0.00 -0.0802
C 3.6147 2.8396 -1.2415 -0.01 -0.01 0.01 -0.1026
C 2.1993 2.3003 1.6286 -0.01 0.05 0.01 -0.4105
C 2.9702 1.3068 2.2166 -0.01 0.00 -0.04 -0.1241
C 3.6585 1.5652 3.3953 -0.01 0.01 0.01 -0.0763
C 3.5881 2.8192 3.9815 0.00 0.01 -0.01 -0.0871
C 2.8239 3.8201 3.3911 0.02 -0.02 0.00 -0.0892
C 2.1298 3.5618 2.2207 -0.04 -0.03 0.04 -0.1147
H 0.6045 4.3374 -1.6367 0.00 0.00 0.00 0.0501
H 1.9622 5.7519 -3.1571 0.00 0.00 0.00 0.1025
H 4.3751 5.2982 -3.4372 0.00 0.00 0.00 0.1011
H 5.4302 3.4262 -2.2096 0.00 0.00 0.00 0.1030
H 4.0734 2.0139 -0.7095 0.00 0.01 0.00 0.0989
H 3.0171 0.3307 1.7487 0.01 0.00 0.02 0.0605
H 4.2465 0.7825 3.8575 0.00 0.00 -0.01 0.1048
H 4.1305 3.0200 4.8968 -0.01 0.00 0.00 0.1013
H 2.7737 4.8034 3.8419 0.00 0.00 0.01 0.1015
H 1.5156 4.3322 1.7658 0.05 -0.02 -0.01 0.0961
N -6.7597 -0.6659 0.3563 -0.03 -0.01 0.00 0.0890
C -5.8437 0.1599 -0.1784 0.00 -0.01 0.00 -0.8511
S -6.2239 1.5328 -0.9879 -0.01 0.01 -0.01 0.6834
C -4.4328 -0.2612 0.0574 0.00 0.00 0.01 -0.2390
C -3.4777 -0.1280 -0.9376 0.04 0.03 -0.01 -0.0121
C -2.1809 -0.5333 -0.6798 -0.03 -0.02 -0.01 -0.1179
N -1.8044 -1.0382 0.4977 -0.07 0.09 -0.09 0.0004
C -2.7182 -1.1494 1.4622 0.02 -0.01 0.01 -0.1046
C -4.0393 -0.7861 1.2855 0.00 -0.03 -0.02 -0.0056
H -7.7340 -0.4578 0.2140 0.01 0.00 0.01 0.0992
H -6.5005 -1.5709 0.7107 -0.01 0.01 0.00 0.1056
H -3.7395 0.3056 -1.8923 0.00 -0.01 0.01 0.1090
H -1.3994 -0.4422 -1.4234 0.00 0.03 0.01 0.0978
H -2.3646 -1.5362 2.4100 0.00 0.02 0.01 0.1106
H -4.7365 -0.8796 2.1079 0.02 0.01 0.00 0.1163
N -0.1628 3.0648 5.6710 0.05 -0.02 0.06 0.1701
C -0.3119 2.3799 4.5194 -0.01 -0.08 -0.05 -0.5039
N -0.9455 2.9751 3.5048 -0.04 0.00 0.06 0.1686
N 0.1739 1.1507 4.5003 -0.10 0.05 0.07 0.1367
C 0.0950 0.4523 3.4037 0.22 0.03 -0.07 -0.2801
N 0.1051 -0.2223 2.4644 -0.06 0.04 0.00 0.1551
H -0.6707 3.9125 5.8396 0.01 0.01 0.00 0.1064
H 0.2129 2.5604 6.4545 -0.01 0.01 0.00 0.1118
H -1.1124 3.9665 3.5474 0.00 0.01 0.02 0.1102
H -0.8861 2.6066 2.5468 0.04 -0.02 0.08 -0.0683
C 0.3629 -2.8434 -0.3929 0.05 -0.18 -0.01 -0.1897
C 0.5754 -3.4414 0.9138 0.10 0.16 -0.13 -0.3584
C -0.5001 -3.8989 1.7023 -0.07 0.08 0.04 -0.0461
C -0.3310 -4.2219 3.0355 -0.01 0.00 -0.01 -0.0281
C 0.9176 -4.0760 3.6372 0.06 0.01 0.02 -0.2401
C 1.9970 -3.6044 2.8898 -0.03 0.01 -0.02 -0.0218
C 1.8266 -3.2839 1.5570 0.02 -0.03 0.02 -0.0440
C 1.0924 -4.3940 5.0264 -0.03 0.00 -0.04 -0.1915
N 1.2289 -4.6464 6.1395 0.01 -0.01 0.04 0.1476
H -0.5447 -3.1448 -0.9098 -0.02 0.03 0.01 0.0689
H 1.2326 -2.8345 -1.0451 -0.02 0.02 -0.01 0.0465
H -1.4725 -4.0143 1.2387 0.01 -0.01 0.00 0.1155
H -1.1645 -4.5875 3.6206 0.00 0.00 0.00 0.1195
H 2.9616 -3.4825 3.3641 0.00 0.00 -0.01 0.1213
H 2.6648 -2.9163 0.9764 0.00 -0.01 0.00 0.1169
```
Positions in Å, forces in eV/Å.